# 1
Entry from the OMol25 dataset: a structure of composition C8H13N3 in a non-equilibrium geometry (ωB97M-V/def2-TZVPD).

Properties
LUMO, Ha: 0.0303

Each line ends with the Löwdin charge.
CARTESIAN COORDINATES (ANGSTROEM)
C: 0.967 1.884 0.325  -0.036
C: 1.428 0.775 -0.706  -0.355
C: 2.627 -0.679 0.638  -0.175
C: 1.296 -1.406 0.451  -0.136
C: 0.444 -0.635 -0.556  -0.195
C: -0.923 -0.271 -0.199  -0.295
C: -1.477 -0.108 1.010  -0.058
C: -3.033 -0.086 -0.504  -0.251
H: -0.436 2.169 0.271  0.201
H: 1.851 2.643 0.126  0.109
H: 1.140 1.336 1.135  -0.029
H: 1.265 0.789 -1.760  0.103
H: 3.025 -0.136 -1.066  -0.013
H: 2.930 -0.123 1.690  0.162
H: 3.369 -1.548 0.304  0.145
H: 1.110 -2.277 0.157  0.036
H: 0.752 -0.993 1.310  0.103
H: 0.620 -0.887 -1.840  0.204
H: -1.175 0.049 2.026  0.115
H: -3.382 0.330 1.569  0.051
H: -3.888 0.007 -1.062  0.091
N: 2.727 0.341 -0.414  -0.026
N: -2.893 0.221 0.822  0.119
N: -1.998 -0.305 -1.210  0.131


# 2
Entry from the OMol25 dataset: the molecule C16H17N3O4 in a non-equilibrium geometry (ωB97M-V/def2-TZVPD).

Properties
Structure (SMILES): Cn1c2c(c(=O)n1C)CN(C(=O)c1ccc(C(=O)O)cc1)CC2
LUMO, Ha: 0.0023

Each line ends with the Löwdin charge.
CARTESIAN COORDINATES (ANGSTROEM)
C: -1.274 2.581 -3.615  -0.043
N: 0.015 2.464 -3.026  -0.104
C: 0.168 1.670 -1.867  -0.104
C: 1.193 0.828 -2.128  -0.097
C: 1.746 1.113 -3.348  -0.419
O: 2.820 0.649 -3.796  0.039
N: 0.989 2.119 -3.953  -0.075
C: 1.733 3.134 -4.634  -0.011
C: 1.663 -0.292 -1.240  -0.102
N: 0.929 -0.339 -0.054  -0.054
C: 1.064 -1.525 0.698  -0.415
O: 1.726 -2.445 0.309  0.110
C: 0.263 -1.762 1.956  -0.126
C: 0.780 -1.989 3.286  0.030
C: -0.081 -2.378 4.369  0.024
C: -1.445 -2.518 4.035  -0.163
C: -2.261 -2.977 5.180  -0.463
O: -3.503 -2.827 5.218  0.061
O: -1.631 -3.539 6.199  0.117
C: -1.935 -2.279 2.807  -0.028
C: -1.113 -1.975 1.745  -0.023
C: 0.248 0.841 0.577  -0.078
C: -0.588 1.452 -0.571  -0.092
H: -1.956 3.062 -2.975  0.068
H: -1.294 3.239 -4.473  0.090
H: -1.754 1.580 -3.698  0.111
H: 1.111 3.747 -5.311  0.094
H: 2.116 3.675 -3.740  0.115
H: 2.574 2.832 -5.173  0.068
H: 2.778 -0.220 -1.152  0.158
H: 1.421 -1.234 -1.752  0.151
H: 1.849 -1.711 3.425  0.123
H: 0.250 -2.336 5.382  0.109
H: -2.313 -3.755 6.860  0.144
H: -2.969 -2.464 2.602  0.124
H: -1.573 -1.952 0.726  0.141
H: -0.449 0.623 1.447  0.139
H: 1.112 1.549 0.869  0.156
H: -0.903 2.416 -0.313  0.094
H: -1.510 0.940 -0.869  0.130


# 3
Entry from the OMol25 dataset: a cluster of 5 separate species, C24H54N6O8P2 in total in a non-equilibrium geometry (ωB97M-V/def2-TZVPD).

Properties
Structure (SMILES): CN(C)P(=O)(N(C)C)N(C)C.CN(C)P(=O)(N(C)C)N(C)C.O=C1CCCO1.O=C1CCCO1.O=C1CCCO1
LUMO, Ha: 0.0033

Each line ends with the Löwdin charge.
CARTESIAN COORDINATES (ANGSTROEM)
C: 0.428 0.161 -8.034  -0.098
N: 1.654 0.908 -7.736  -0.299
C: 2.020 0.882 -6.258  -0.090
P: 2.726 1.402 -8.888  0.530
O: 2.120 1.559 -10.251  -0.300
N: 3.555 2.792 -8.261  -0.294
C: 2.628 3.920 -7.886  -0.090
C: 4.930 3.128 -8.700  -0.110
N: 3.928 0.247 -8.708  -0.283
C: 4.686 0.063 -7.489  -0.151
C: 3.512 -1.079 -9.294  -0.098
H: 0.645 -0.562 -8.821  0.069
H: -0.414 0.817 -8.257  0.081
H: 0.139 -0.412 -7.153  0.076
H: 2.891 1.494 -6.025  0.066
H: 2.309 -0.149 -6.053  0.072
H: 1.208 1.383 -5.731  0.082
H: 1.977 3.484 -7.128  0.050
H: 3.187 4.748 -7.451  0.080
H: 1.953 4.167 -8.706  0.074
H: 4.927 3.341 -9.769  0.079
H: 5.397 4.014 -8.270  0.076
H: 5.601 2.316 -8.422  0.050
H: 5.501 -0.637 -7.675  0.087
H: 5.267 0.920 -7.148  0.066
H: 4.155 -0.270 -6.597  0.058
H: 2.670 -0.967 -9.978  0.065
H: 3.230 -1.833 -8.559  0.076
H: 4.376 -1.547 -9.766  0.077
C: 2.208 -2.200 6.329  -0.083
N: 2.571 -0.742 6.423  -0.305
C: 3.075 -0.060 5.244  -0.132
P: 2.512 0.084 7.949  0.646
O: 2.528 -0.805 9.143  -0.295
N: 3.792 1.209 7.816  -0.325
C: 3.708 2.512 8.539  -0.092
C: 5.112 0.696 7.970  -0.162
N: 0.969 0.988 7.703  -0.305
C: 0.037 0.755 8.736  -0.169
C: 0.887 2.279 6.898  -0.101
H: 1.125 -2.219 6.449  0.071
H: 2.778 -2.793 7.044  0.073
H: 2.313 -2.594 5.318  0.070
H: 2.585 0.852 4.905  0.064
H: 3.108 -0.683 4.350  0.077
H: 4.126 0.131 5.463  0.058
H: 3.699 2.255 9.598  0.088
H: 4.542 3.123 8.195  0.084
H: 2.879 3.186 8.324  0.059
H: 5.174 -0.316 7.570  0.081
H: 5.738 1.274 7.290  0.086
H: 5.539 0.671 8.972  0.090
H: -0.724 1.534 8.712  0.083
H: -0.164 -0.313 8.827  0.082
H: 0.605 1.035 9.624  0.066
H: 0.657 3.133 7.535  0.067
H: 0.125 2.180 6.125  0.071
H: 1.851 2.399 6.403  0.051
O: -6.042 -1.458 -3.095  0.101
C: -6.725 -2.375 -2.684  -0.487
C: -6.227 -3.789 -2.605  -0.066
C: -7.595 -4.461 -2.526  -0.156
C: -8.516 -3.436 -1.775  -0.156
O: -7.949 -2.208 -2.150  0.027
H: -5.579 -4.168 -3.395  0.131
H: -5.815 -3.984 -1.615  0.131
H: -8.040 -4.629 -3.507  0.115
H: -7.705 -5.361 -1.921  0.111
H: -9.542 -3.521 -2.130  0.125
H: -8.484 -3.482 -0.686  0.124
O: -4.637 -2.114 5.877  0.075
C: -4.984 -1.074 5.305  -0.434
C: -6.047 -0.023 5.717  -0.039
C: -6.179 0.700 4.361  -0.177
C: -5.176 0.244 3.403  -0.176
O: -4.510 -0.847 4.058  0.014
H: -6.850 -0.703 6.002  0.123
H: -5.807 0.592 6.584  0.122
H: -7.180 0.409 4.044  0.116
H: -6.130 1.788 4.322  0.121
H: -5.506 0.039 2.385  0.132
H: -4.350 0.954 3.346  0.123
O: 2.026 -1.214 -1.597  0.106
C: 1.003 -1.139 -0.964  -0.433
C: -0.420 -1.077 -1.676  -0.055
C: -1.323 -0.273 -0.671  -0.154
C: -0.633 -0.618 0.592  -0.190
O: 0.761 -0.845 0.349  0.011
H: -0.363 -0.448 -2.564  0.109
H: -0.675 -2.118 -1.870  0.117
H: -1.311 0.780 -0.951  0.115
H: -2.363 -0.583 -0.776  0.115
H: -0.740 0.151 1.357  0.127
H: -0.946 -1.570 1.021  0.131


# 4
Entry from the OMol25 dataset: a structure of composition C17H17ClIn in a non-equilibrium geometry (ωB97M-V/def2-TZVPD).

Properties
Total charge: -1
LUMO, Ha: 0.0888

Each line ends with the Löwdin charge.
CARTESIAN COORDINATES (ANGSTROEM)
C: -2.791 1.449 -0.015  -0.163
C: -2.608 0.218 -0.661  -0.245
C: -1.464 0.360 -1.556  -0.319
H: -3.063 -0.776 -0.441  0.065
C: -1.079 1.796 -1.498  -0.166
C: -1.843 2.434 -0.504  -0.148
H: -1.816 3.499 -0.210  0.085
H: -3.505 1.660 0.770  0.072
H: -1.242 -0.324 -2.396  0.056
H: -0.415 2.323 -2.246  0.092
In: 0.044 -1.268 -0.491  0.730
Cl: -1.338 -1.718 1.392  0.025
C: 0.143 -4.134 -0.750  -0.248
C: 0.834 -3.538 -1.844  -0.247
C: -0.094 -3.378 -2.912  -0.201
H: 1.891 -3.304 -1.878  0.076
C: -1.356 -3.870 -2.477  -0.162
C: -1.207 -4.343 -1.144  -0.182
H: -1.977 -4.814 -0.545  0.082
H: 0.582 -4.431 0.194  0.083
H: 0.131 -2.983 -3.899  0.078
H: -2.262 -3.916 -3.072  0.079
C: 1.656 0.205 0.350  -0.224
C: 1.612 1.379 1.303  -0.288
C: 2.821 2.068 1.543  -0.082
C: 2.856 3.252 2.270  -0.118
C: 1.654 3.722 2.857  -0.113
C: 0.499 2.899 2.846  -0.091
C: 0.529 1.673 2.164  -0.046
H: 2.060 0.381 -0.661  0.022
H: 2.227 -0.590 0.860  0.027
H: 3.737 1.571 1.159  0.114
H: 3.814 3.769 2.428  0.092
H: 1.661 4.659 3.432  0.086
H: -0.433 3.152 3.364  0.097
H: -0.254 0.919 2.268  0.084


# 5
Entry from the OMol25 dataset: a structure of composition C19H28Cl6CrF2NO27S2 in a non-equilibrium geometry (ωB97M-V/def2-TZVPD).

Properties
Multiplicity: 5
Total charge: -1
LUMO (alpha / beta), Ha: 0.0046 / 0.0159

Each line ends with the Löwdin spin population.
CARTESIAN COORDINATES (ANGSTROEM)
Cr: 0.734 2.078 0.078  3.779
Cl: -2.865 2.458 -1.097  0.002
O: -1.587 2.436 -0.448  0.019
O: -3.329 1.079 -1.340  0.001
O: -3.849 3.206 -0.401  0.001
O: -2.515 3.007 -2.384  0.001
Cl: 0.019 4.169 3.094  0.003
O: 0.121 3.433 1.911  0.025
O: 0.309 3.282 4.131  0.001
O: 0.981 5.265 3.119  0.002
O: -1.327 4.703 3.328  0.002
N: -0.008 0.275 0.291  0.018
S: -0.118 -1.182 -0.664  0.010
O: -1.438 -1.798 -0.889  0.005
O: 1.063 -2.025 -0.704  0.006
F: 0.045 -0.306 -2.001  0.002
S: -0.547 -0.670 1.446  0.007
O: 0.310 -1.717 1.985  0.004
O: -2.000 -0.607 1.708  0.001
F: -0.138 0.517 2.456  0.005
C: 1.180 4.086 -5.094  0.000
C: 0.478 2.733 -5.467  0.000
O: 0.221 2.117 -4.216  0.002
C: 0.885 2.721 -3.250  0.007
O: 0.771 2.422 -2.060  0.031
O: 1.610 3.752 -3.749  0.002
H: 0.546 4.963 -4.971  0.000
H: 1.960 4.375 -5.799  0.000
H: 1.022 2.139 -6.201  0.000
H: -0.444 3.038 -5.962  0.000
C: 5.320 -0.813 -1.864  0.000
C: 4.524 -0.760 -3.150  0.000
O: 3.349 -0.049 -2.838  0.001
C: 3.397 0.383 -1.629  0.004
O: 2.424 0.813 -1.014  0.029
O: 4.484 -0.070 -1.041  0.001
H: 6.237 -0.240 -2.000  0.000
H: 5.675 -1.773 -1.492  0.000
H: 4.088 -1.701 -3.485  0.000
H: 5.074 -0.312 -3.977  0.000
C: -4.041 1.878 2.942  0.000
C: -3.731 0.865 4.092  0.000
O: -5.020 0.831 4.686  0.000
C: -5.660 1.981 4.397  0.000
O: -6.640 2.308 5.037  0.000
O: -5.087 2.601 3.412  0.000
H: -4.534 1.370 2.113  0.000
H: -3.200 2.486 2.610  0.000
H: -2.954 1.188 4.785  0.000
H: -3.528 -0.125 3.685  0.000
C: 4.384 -0.852 2.834  0.000
C: 4.746 0.409 3.698  0.000
O: 4.125 1.453 2.958  0.002
C: 3.085 0.948 2.255  0.005
O: 2.159 1.521 1.689  0.018
O: 3.147 -0.461 2.298  0.002
H: 4.312 -1.785 3.394  0.000
H: 5.156 -1.006 2.080  0.000
H: 5.834 0.481 3.727  0.000
H: 4.332 0.471 4.704  0.000
C: -3.538 -1.784 -3.408  0.000
C: -3.343 -0.693 -4.456  0.000
O: -4.595 -0.540 -5.010  0.000
C: -5.391 -1.628 -4.681  0.000
O: -6.531 -1.894 -5.056  0.000
O: -4.699 -2.416 -3.884  0.000
H: -3.809 -1.308 -2.465  0.000
H: -2.722 -2.481 -3.217  0.000
H: -2.584 -1.049 -5.152  0.000
H: -2.981 0.149 -3.865  0.000
Cl: 4.481 -5.349 -1.667  0.000
C: 3.554 -3.948 -1.065  0.000
C: 3.541 -3.815 0.480  0.000
Cl: 5.215 -3.657 1.092  0.000
H: 2.541 -4.072 -1.448  0.000
H: 3.975 -3.038 -1.492  0.000
H: 3.131 -4.777 0.786  0.000
H: 2.949 -2.949 0.775  0.000
Cl: -2.781 -4.210 1.877  0.000
C: -2.755 -3.039 3.326  0.000
C: -2.953 -3.723 4.672  0.000
Cl: -2.767 -2.441 5.877  0.000
H: -3.490 -2.251 3.162  0.000
H: -1.811 -2.498 3.385  0.000
H: -2.211 -4.475 4.937  0.000
H: -3.972 -4.103 4.743  0.000